(1)
Formula: C38H107N5O18
Source: OMol25
Level of theory: ωB97M-V/def2-TZVPD

Each line ends with the Mulliken charge.
CARTESIAN COORDINATES (ANGSTROEM)
O  15.665  -12.009  13.434  -0.51
O  17.166  -6.094  21.392  0.03
O  8.260  -2.670  21.129  -0.29
O  16.525  -12.125  19.029  0.26
O  19.438  -9.205  19.424  -0.60
O  13.165  -4.211  14.746  0.08
O  17.745  -8.481  14.877  -0.38
O  10.942  -6.408  20.141  -0.47
O  11.984  -8.068  12.574  -0.68
O  14.674  -10.377  23.516  -0.44
O  12.375  -11.081  19.225  0.26
O  11.107  -10.662  16.532  -0.04
O  20.281  -13.736  19.643  -0.18
O  18.494  -0.782  19.290  -0.43
O  19.350  -4.699  16.334  -0.40
O  17.053  -6.731  13.094  -0.58
O  15.423  -4.841  17.901  0.23
O  15.432  -9.112  15.955  0.15
N  10.214  -3.683  19.361  -0.33
N  11.309  -7.293  15.365  -0.48
N  17.947  -4.485  19.047  0.12
N  15.349  -8.332  21.789  0.14
N  17.555  -14.355  20.480  -0.39
C  18.722  -3.258  18.866  -0.65
C  10.217  -2.297  19.851  -0.66
C  16.328  -11.329  17.865  -0.44
C  14.833  -9.600  21.334  0.24
C  15.320  -8.435  17.205  -0.09
C  11.537  -4.254  19.247  -1.15
C  10.324  -11.812  16.281  -0.98
C  15.096  -11.200  24.544  -0.80
C  18.195  -9.693  14.290  -0.56
C  11.519  -11.928  20.014  -0.91
C  19.803  -15.033  19.842  -0.73
C  15.920  -5.974  13.662  -0.27
C  18.567  -5.726  16.936  0.42
C  19.213  -0.594  20.514  -0.66
C  11.676  -8.406  16.131  1.96
C  15.794  -13.337  19.115  -0.57
C  11.479  -5.768  19.009  0.74
C  12.327  -6.245  15.398  1.57
C  21.508  -13.509  20.203  -0.78
C  10.617  -9.465  15.929  -1.16
C  17.837  -2.105  19.229  0.00
C  18.322  -15.059  19.426  -0.42
C  14.841  -3.674  17.427  -0.07
C  16.088  -14.197  20.293  -0.93
C  13.078  -9.004  12.566  -0.22
C  12.950  -2.898  14.312  -1.03
C  12.022  -4.971  14.631  -1.06
C  14.738  -12.220  14.420  0.03
C  8.831  -1.830  20.084  -0.62
C  15.235  -10.753  22.241  -0.52
C  19.440  -4.785  14.918  -0.58
C  17.826  -6.231  22.638  -0.92
C  18.604  -5.637  18.466  -0.03
C  15.712  -6.017  21.512  -1.37
C  10.867  -7.740  19.856  -0.33
C  18.802  -8.890  20.667  -0.43
C  15.113  -7.228  20.847  1.53
C  6.922  -2.428  21.188  -0.72
H  10.146  -11.952  15.191  0.34
H  13.842  -11.659  14.254  -0.04
H  19.655  -5.781  14.538  0.25
H  14.746  -13.207  19.021  0.37
H  20.035  -1.306  20.553  0.29
H  9.586  -9.259  16.268  0.46
H  16.826  -11.854  17.055  0.64
H  15.286  -12.347  12.627  0.28
H  10.719  -1.604  19.156  0.35
H  10.636  -8.358  20.745  0.34
H  14.564  -13.314  14.567  0.36
H  17.397  -10.418  14.252  0.04
H  19.571  -3.375  19.549  0.41
H  16.301  -11.022  22.371  0.45
H  16.166  -11.222  24.504  0.33
H  9.305  -11.654  16.759  0.31
H  15.338  -3.258  16.531  0.21
H  17.561  -7.769  14.193  0.32
H  11.801  -7.679  13.422  0.30
H  17.615  -7.244  23.082  0.15
H  9.735  -4.266  20.066  0.36
H  10.433  -6.945  15.699  0.44
H  6.372  -2.608  20.246  0.30
H  17.302  -2.271  20.219  0.30
H  19.604  0.459  20.455  0.25
H  13.743  -9.593  21.191  -0.04
H  10.864  -12.664  16.757  0.22
H  13.946  -2.495  14.036  0.23
H  20.225  -4.109  14.594  0.29
H  18.901  -6.164  22.397  0.30
H  12.478  -6.146  18.721  -0.18
H  12.215  -3.992  20.075  0.46
H  18.923  -6.749  16.659  0.47
H  10.853  -6.005  18.106  0.05
H  8.242  -1.861  19.189  0.41
H  16.400  -9.025  15.710  0.04
H  6.767  -1.329  21.429  0.27
H  15.172  -11.763  15.321  -0.07
H  17.490  -5.423  23.348  0.32
H  10.173  -7.978  19.011  0.34
H  11.196  -4.396  14.991  0.53
H  16.327  -4.622  18.342  -0.04
H  18.609  -0.705  21.423  0.28
H  14.034  -7.044  20.581  -0.29
H  15.563  -7.571  19.923  -0.82
H  16.934  -10.481  18.080  -0.62
H  12.830  -9.823  13.217  0.04
H  15.291  -11.143  17.649  0.15
H  8.943  -0.792  20.463  0.43
H  19.664  -8.490  21.275  0.25
H  17.504  -5.647  16.644  -0.44
H  11.986  -3.829  18.354  0.30
H  12.111  -12.185  20.903  0.22
H  12.493  -2.259  15.077  0.27
H  11.850  -8.176  17.190  -0.76
H  17.055  -2.087  18.438  -0.16
H  16.015  -13.934  18.213  0.44
H  14.722  -12.233  24.352  0.27
H  14.846  -2.833  18.123  0.36
H  15.321  -5.895  22.543  0.43
H  18.955  -9.943  19.055  0.31
H  18.720  -9.544  13.311  0.29
H  18.487  -4.440  14.467  0.17
H  19.702  -5.664  18.704  0.49
H  12.298  -2.945  13.430  0.42
H  21.551  -13.854  21.269  0.33
H  18.177  -6.523  18.915  -0.55
H  21.721  -12.427  20.192  0.21
H  10.528  -9.593  14.851  0.41
H  10.650  -11.380  20.410  0.34
H  22.392  -14.017  19.765  0.30
H  14.792  -11.673  21.865  0.13
H  15.922  -6.051  14.720  -0.13
H  17.993  -8.155  20.585  0.09
H  14.831  -10.870  25.554  0.29
H  16.136  -4.939  13.323  0.22
H  13.805  -3.964  17.166  -0.51
H  11.815  -10.747  18.499  0.03
H  14.890  -8.252  22.696  0.46
H  17.721  -4.642  20.039  -0.14
H  18.927  -10.193  14.917  0.23
H  13.266  -6.621  14.999  -0.26
H  16.136  -8.736  17.843  0.09
H  20.349  -15.869  19.345  0.40
H  11.179  -12.884  19.549  0.27
H  12.627  -8.802  15.780  -0.59
H  18.179  -14.693  18.394  0.24
H  19.105  -3.093  17.868  0.31
H  11.826  -8.129  19.559  -0.12
H  12.522  -5.849  16.403  -1.06
H  15.836  -13.671  21.191  0.24
H  15.647  -15.207  20.292  0.36
H  15.181  -7.334  17.140  0.14
H  17.999  -16.095  19.355  0.44
H  10.746  -2.199  20.818  0.32
H  14.363  -8.841  17.617  -0.23
H  15.414  -5.128  21.024  0.35
H  19.815  -15.235  20.930  0.36
H  6.443  -3.014  21.976  0.25
H  14.996  -6.367  13.271  0.40
H  14.009  -8.541  12.861  0.01
H  17.889  -13.403  20.496  0.22
H  15.197  -9.816  20.320  -0.45
H  11.750  -5.247  13.613  0.42
H  16.892  -6.880  12.147  0.27
H  18.389  -9.774  21.172  0.19
H  13.206  -9.351  11.533  0.40

Summary:
Energy (Ha): -3139.70092
Spin multiplicity: 1
Highest occupied orbital energy (eV): -8.65
ΔE to the lowest compared entry with this formula, charge and spin (kJ/mol): 148.5

(2)
Formula: C6H10O2
Source: OMol25
Level of theory: ωB97M-V/def2-TZVPD

Each line ends with the natural charge from an NBO analysis.
CARTESIAN COORDINATES (ANGSTROEM)
O  0.887  1.551  -0.010  -0.69
O  -2.185  -0.211  0.004  -0.53
C  -3.439  0.331  0.264  -0.27
C  1.244  0.222  -0.065  0.22
C  2.778  0.149  -0.370  -0.62
C  -1.517  -0.043  -1.088  0.36
C  0.405  -0.894  -0.606  -0.33
C  0.679  -0.872  0.887  -0.49
H  1.348  1.901  -0.801  0.47
H  -4.001  -0.413  0.885  0.20
H  3.002  -0.947  -0.588  0.21
H  -4.100  0.593  -0.618  0.20
H  -3.376  1.219  0.962  0.21
H  0.662  -1.851  -1.247  0.23
H  3.305  0.467  0.536  0.22
H  1.388  -1.508  1.357  0.21
H  0.017  -0.418  1.727  0.22
H  2.903  0.726  -1.231  0.19

Summary:
Energy (Ha): -384.84551
Spin multiplicity: 1
Highest occupied orbital energy (eV): -7.75
ΔE to the lowest compared entry with this formula, charge and spin (kJ/mol): 674.4

(3)
Formula: C64H67BBrI2N7O3PbS2Si
Source: OMol25
Level of theory: ωB97M-V/def2-TZVPD

Each line ends with the Mulliken charge.
CARTESIAN COORDINATES (ANGSTROEM)
Pb  0.377  0.737  -0.028  2.21
I  -4.727  2.494  0.083  0.20
I  -4.210  2.439  5.993  0.10
Br  -1.745  -0.908  -2.376  0.30
S  -1.267  -2.075  2.482  1.37
S  1.377  -2.431  1.313  1.35
Si  -3.211  -0.921  -4.187  -1.78
O  2.503  -1.528  1.413  -0.79
O  -1.658  1.647  0.341  -0.74
O  0.308  -1.849  2.595  -0.03
N  2.364  1.997  0.626  0.07
N  3.219  -0.290  -1.693  1.28
N  -0.124  1.195  2.531  0.47
N  0.986  2.047  -1.955  0.43
N  3.449  1.809  -0.154  0.27
N  2.044  -0.883  -1.944  -0.09
N  2.266  1.971  -2.376  0.01
C  4.529  2.324  0.451  -0.15
C  -4.204  -3.273  -2.799  -2.38
C  -2.952  -1.568  -6.945  -1.79
C  -3.310  2.138  4.137  -0.36
C  -3.634  0.919  -4.486  3.39
C  0.658  0.988  3.564  -0.62
C  -5.493  -1.194  -2.531  -2.20
C  -4.054  2.329  3.005  -0.42
C  -1.392  -3.197  6.332  -1.03
C  -0.221  -6.494  4.070  -0.33
C  -2.480  1.643  -5.193  -2.22
C  -2.956  -1.813  4.491  -0.86
C  -0.798  -1.133  -5.792  -1.50
C  3.161  -4.901  3.895  -1.18
C  2.321  -2.152  -2.210  -1.04
C  -1.948  1.754  4.017  1.09
C  -0.917  -3.027  5.051  -0.13
C  -0.034  -7.023  0.973  -0.90
C  -3.502  2.159  1.723  -0.21
C  1.158  3.143  -3.893  -1.28
C  -0.031  -7.379  5.089  -0.98
C  2.385  2.626  -3.541  -0.22
C  -0.888  -5.886  1.000  1.10
C  -2.100  -5.942  0.268  0.49
C  -3.902  1.686  -3.183  -2.30
C  -5.566  -2.421  -4.700  -1.84
C  -1.410  1.580  2.719  -0.17
C  1.274  -3.000  -2.893  3.46
C  -2.609  -3.669  0.871  -1.23
C  2.101  -5.764  4.271  0.84
C  0.140  -5.177  -2.733  -0.34
C  -2.650  -2.710  6.712  1.00
C  -2.029  -3.234  -5.354  -2.29
C  3.696  -2.409  -2.097  -1.55
C  -4.652  -2.000  -3.534  3.10
C  0.154  -6.776  -4.667  -1.77
C  1.690  -3.394  -4.239  -0.36
C  4.151  2.856  1.665  -1.42
C  0.219  1.144  4.887  -1.58
C  1.722  -3.856  2.319  1.20
C  0.563  -5.493  -4.043  0.87
C  -4.893  1.038  -5.367  -1.87
C  0.684  -4.721  2.575  -0.91
C  1.351  -4.590  -4.785  -1.08
C  0.313  2.751  -2.856  -0.80
C  -1.717  -2.335  4.143  0.48
C  -0.398  -8.155  0.306  -1.04
C  2.974  -3.932  2.954  -1.20
C  -2.948  -4.810  0.214  -1.04
C  -3.141  -2.923  8.111  -1.54
C  0.845  -5.671  3.622  0.78
C  -0.565  -4.707  1.752  -0.52
C  2.780  2.623  1.721  -0.63
C  -2.183  1.794  1.517  -0.05
C  1.235  -7.502  5.709  -0.76
C  0.514  -4.005  -2.156  0.14
C  -1.431  -3.641  1.655  0.66
C  2.271  -6.712  5.311  -0.97
C  -1.074  1.529  5.104  -0.74
C  -3.420  -2.023  5.780  -1.16
C  -1.626  -8.219  -0.391  -0.84
C  -2.202  -1.731  -5.609  2.92
C  -2.448  -7.131  -0.423  -0.78
C  4.224  -1.179  -1.763  -0.79
B  3.394  1.274  -1.598  -0.81
H  -3.858  -4.857  -0.368  0.54
H  0.063  -3.387  4.771  0.67
H  0.175  -3.755  -1.159  0.42
H  -1.540  1.550  -4.649  0.24
H  -0.853  -7.991  5.429  0.50
H  -3.542  -1.245  3.780  0.49
H  1.038  -7.318  -5.005  0.43
H  -3.385  -7.160  -0.962  0.50
H  -2.970  -3.775  -5.409  0.31
H  -0.734  2.949  -2.707  0.79
H  0.258  -9.014  0.314  0.50
H  -5.058  2.092  -5.599  0.55
H  -4.381  -1.622  6.068  0.43
H  1.371  -8.215  6.508  0.45
H  -4.109  -2.454  8.271  0.38
H  1.662  -4.853  -5.786  0.53
H  -4.896  -0.780  -1.718  0.27
H  -1.446  1.662  6.111  0.27
H  4.221  -3.329  -2.270  0.71
H  4.445  1.521  -2.112  -0.16
H  4.115  -4.999  4.394  0.44
H  -2.328  1.301  -6.213  0.37
H  -0.229  -1.093  -4.865  -0.11
H  -2.436  -2.513  8.833  0.37
H  -6.033  -0.379  -3.005  0.42
H  4.768  3.361  2.383  0.44
H  -4.809  0.509  -6.314  0.34
H  -0.818  -0.125  -6.191  0.41
H  -3.580  -3.043  -1.935  0.16
H  -3.668  -3.972  -3.434  0.17
H  -0.424  -7.401  -3.992  0.37
H  3.237  -6.784  5.794  0.49
H  -1.581  -3.433  -4.376  0.20
H  2.273  -2.675  -4.800  0.60
H  -1.197  -6.405  3.612  0.59
H  -5.078  -3.121  -5.375  0.38
H  3.743  -3.216  2.706  0.67
H  -0.480  -5.880  -2.205  0.12
H  5.486  2.304  -0.036  0.50
H  -1.371  -3.649  -6.123  0.74
H  -3.045  -0.527  -7.244  0.35
H  -6.242  -1.858  -2.091  0.63
H  -0.249  -1.750  -6.509  0.59
H  -3.949  -2.003  -6.923  0.34
H  5.242  -0.872  -1.616  0.68
H  3.339  2.693  -4.029  0.52
H  -2.726  2.706  -5.248  0.70
H  -6.449  -2.923  -4.298  0.53
H  -5.101  -3.784  -2.439  0.75
H  0.452  -2.256  -3.086  -1.87
H  -0.440  -6.570  -5.561  0.38
H  -0.781  -3.714  7.059  0.55
H  -5.087  2.635  3.085  0.39
H  -3.079  1.628  -2.471  0.25
H  -5.917  -1.577  -5.290  0.32
H  0.911  -6.996  1.495  0.71
H  -3.234  -2.788  0.810  0.68
H  -2.392  -2.078  -7.733  0.53
H  2.074  2.908  2.479  0.78
H  -4.053  2.740  -3.430  0.54
H  -3.238  -3.989  8.320  0.34
H  0.899  0.972  5.706  0.50
H  -4.796  1.346  -2.673  0.22
H  0.916  3.732  -4.756  0.50
H  1.676  0.683  3.352  0.89
H  -5.785  0.681  -4.857  0.33
H  -1.910  -9.130  -0.898  0.47

Summary:
Charge: +2
Energy (Ha): -7560.63656
Spin multiplicity: 1
Highest occupied orbital energy (eV): -11.04
ΔE to the lowest compared entry with this formula, charge and spin (kJ/mol): 0.0